348
Properties=species:S:1:pos:R:3:forces:R:3 method="wB97M-V/def2-TZVPD" max_force_ev_per_a=3.7 charge=+2 lumo_energy_ev=-2.968 multiplicity=1 gap_ev=7.2 e_homo_ev=-10.196
C 23.15910 29.86761 20.67648 -1.1304 -1.4181 -0.8276
C 23.46768 28.60110 21.48686 0.8642 -0.1048 -0.7479
C 22.23271 27.70310 21.58480 0.3493 -0.5452 1.5545
N 22.31303 26.82734 22.85529 1.5222 -0.8582 -1.6057
C 22.44652 27.52610 24.12978 -0.9656 2.4874 -0.0345
C 21.15287 25.85348 22.87350 -0.2714 2.5204 -0.9247
C 21.54544 24.80871 23.81058 -0.1622 -1.7637 0.7874
C 23.08411 24.69500 23.71976 0.1024 1.3493 -1.0528
C 23.49770 25.90854 22.77546 1.2170 -0.1801 2.0104
H 22.29135 30.40874 21.01776 -0.2663 0.1964 0.7179
H 22.81984 29.55934 19.65284 0.8582 0.3884 0.5576
H 23.98798 30.52908 20.69338 0.7477 0.5644 -0.4533
H 24.01057 28.85625 22.41768 -1.0273 -0.0090 0.0005
H 24.27917 28.04514 20.97820 -0.4851 0.1431 -0.1598
H 22.04883 26.96820 20.76063 0.3646 0.5459 0.3543
H 21.33305 28.27728 21.75993 -0.2722 0.3705 -0.1613
H 21.65123 28.31623 24.13320 0.5340 -0.6682 0.3001
H 23.41376 28.06798 24.23962 -0.7007 -0.7850 -0.1380
H 22.26383 26.82025 24.91997 0.1756 -0.0121 0.3698
H 20.34682 26.49220 23.17225 -0.9188 0.0615 0.4959
H 20.95908 25.60026 21.83483 0.3788 -0.7080 -0.2173
H 21.18498 25.05984 24.81427 0.2792 -0.2646 -0.0342
H 21.03793 23.88983 23.49762 0.2690 0.0469 0.2933
H 23.56470 24.82468 24.67294 0.0767 0.0645 0.4834
H 23.44466 23.76954 23.31533 -0.0616 -0.3964 -0.2899
H 24.42989 26.43075 23.16514 -1.2806 -0.4975 -0.3642
H 23.71850 25.69730 21.75847 -0.3129 -0.6910 -0.8772
C 18.36634 16.28034 27.63965 -1.1352 -0.6809 -0.2703
C 17.81236 16.82032 26.30867 0.5947 -0.5172 -1.4866
C 18.38956 15.98900 25.07866 0.2333 0.5983 0.5935
N 18.41973 16.77315 23.80513 0.7840 0.9012 1.2199
C 17.07558 17.12164 23.37884 -2.3364 1.0951 -0.6006
C 19.09042 16.02963 22.72950 1.8302 -1.0169 0.4837
C 19.50999 17.06981 21.70572 -0.8507 0.2492 0.6584
C 19.63145 18.39006 22.48088 0.2714 1.8711 0.2298
C 19.32121 18.03093 23.91216 0.4765 -1.3675 0.9297
H 17.91382 16.76056 28.51624 -0.1076 -0.1704 -0.3236
H 19.42720 16.37959 27.76160 0.6346 0.2109 -0.3052
H 18.14724 15.18830 27.66354 0.0906 0.6850 0.2567
H 17.99224 17.90599 26.13396 0.0328 -0.8073 0.4035
H 16.74269 16.66332 26.18238 -0.2083 0.1758 0.7165
H 17.83715 15.04508 24.87883 0.2740 0.6198 0.2151
H 19.44690 15.78293 25.18653 0.1642 -0.4295 0.6181
H 16.60735 16.15537 22.99161 0.4136 1.4290 -0.0518
H 17.16235 17.99516 22.64203 -0.3809 -1.6750 0.5679
H 16.39287 17.53306 24.20312 1.3876 -0.6442 -0.7524
H 18.40182 15.28544 22.36792 -0.1939 -0.4373 -0.3044
H 19.99725 15.53375 23.21750 -1.0974 0.6695 -0.7639
H 18.68918 17.21206 21.05442 -0.7702 -0.0858 -1.1703
H 20.37726 16.71755 21.18953 0.7673 0.2205 -0.2539
H 18.97800 19.28573 22.16877 0.7619 -1.6808 -0.0790
H 20.65420 18.77880 22.47911 -0.0636 -0.1061 -0.2238
H 18.76861 18.68688 24.54017 -0.3503 1.0651 0.0169
H 20.26387 17.78830 24.47905 -1.0086 -0.3343 -0.5795
C 15.14137 15.73246 15.73394 -1.4951 0.6503 -1.8476
C 13.98243 15.23103 14.74537 1.0536 -0.7641 -0.0006
C 13.32570 13.92948 15.31075 -0.6777 1.0627 -1.5332
N 12.30101 13.24922 14.38121 -0.6496 -0.9887 -1.4827
C 12.97443 12.44472 13.26049 -0.5918 -0.4981 1.2529
C 11.25997 14.18859 13.76416 -0.1426 -0.4384 1.1357
C 10.14335 14.35821 14.78760 -0.2315 -1.0386 -0.0874
C 10.32743 13.21902 15.82035 1.3548 0.0989 -0.2126
C 11.40641 12.31348 15.18769 0.1161 -0.2804 0.5599
H 14.74015 15.81203 16.71867 -0.2719 0.1377 0.8458
H 15.42485 16.75900 15.41876 -0.0541 -0.7199 0.2405
H 16.00437 15.10921 15.77013 0.6148 -0.6170 -0.1917
H 14.38372 14.96239 13.71001 -0.3257 0.6073 1.2760
H 13.29000 16.08076 14.64051 0.0030 -0.5238 0.0330
H 12.72728 14.07753 16.18078 0.0964 0.3982 0.7056
H 14.07797 13.19130 15.50285 0.3660 -0.4634 0.1621
H 12.42379 12.54998 12.35820 -0.3495 0.3121 -0.6976
H 13.01341 11.37065 13.47041 -0.1479 0.3063 0.4691
H 13.96832 12.76390 13.15677 1.2519 0.6707 -0.3096
H 10.84871 13.76169 12.87026 0.1877 -0.5544 -0.3749
H 11.70978 15.10201 13.51946 0.8138 1.1970 -0.4401
H 9.20160 14.27456 14.25740 -0.2274 -0.1282 0.0387
H 10.14311 15.32646 15.21593 0.1521 0.9015 0.6671
H 9.43176 12.70194 16.13428 -0.1806 -0.1885 -0.2680
H 10.81791 13.55984 16.73845 -0.4621 0.4205 -0.0360
H 11.04731 11.50228 14.53288 0.0232 0.5682 0.1357
H 12.04301 11.88212 15.96920 -0.1759 -0.1768 -0.3098
C 17.17686 17.59114 12.82114 -2.2331 -0.2933 1.6549
C 17.16984 18.71268 11.80402 1.9203 -0.0303 -0.9859
C 17.98719 20.00160 12.10671 0.1415 -0.4917 -0.5369
N 18.72844 20.54366 10.88479 -0.2732 -0.0701 -0.6432
C 17.71293 20.95579 9.82714 1.8170 1.5068 1.1470
C 19.61158 21.72531 11.26835 -0.2197 0.4933 -0.8118
C 20.87870 21.75137 10.37017 -1.4676 -1.3812 1.4198
C 20.78262 20.42746 9.65668 -0.2339 -0.4277 -1.4005
C 19.72907 19.57246 10.32274 0.4701 -0.4002 1.2971
H 16.66132 17.85551 13.79987 0.6756 -0.0505 -1.0100
H 18.17119 17.29469 13.05256 1.0114 -0.1292 0.2466
H 16.64121 16.64561 12.50042 0.4977 1.1938 -0.1214
H 16.23538 19.04404 11.45043 -1.5379 0.0078 -0.0902
H 17.64607 18.21518 10.94603 -0.0863 0.3605 -0.1500
H 18.74433 19.82289 12.83885 0.6794 -0.2955 0.4761
H 17.38109 20.83958 12.41238 -0.4675 0.1346 0.1524
H 17.22374 20.06960 9.52162 -0.7239 -0.6350 -0.4537
H 18.31892 21.41376 9.02184 -0.6455 -0.2801 0.2142
H 17.11092 21.70508 10.37025 -0.2813 -0.3486 -0.6872
H 19.06675 22.67213 11.29223 -0.3426 -0.4401 0.0327
H 19.96240 21.47381 12.22640 0.2198 -0.1611 1.4504
H 20.87236 22.51084 9.64116 0.2377 1.2357 -0.4164
H 21.66880 21.79109 11.08705 0.9491 0.3251 -0.0399
H 20.44402 20.72049 8.64620 0.2118 -0.7291 0.1214
H 21.68404 19.83237 9.56729 0.3178 0.2235 -0.0753
H 19.29878 18.84502 9.65036 -0.4534 0.0446 -0.2008
H 20.12116 19.02104 11.21123 0.0596 0.4542 -0.4977
C 17.26400 23.82278 20.12937 0.1139 1.2957 0.9674
C 16.56051 24.86876 19.23364 0.8263 0.0167 -0.1178
C 17.16695 24.82135 17.85067 -0.6691 -0.7483 -1.5179
N 16.40260 25.65235 16.79301 1.4082 0.8898 -0.8411
C 15.00341 25.12644 16.59386 0.8454 0.6534 -0.8501
C 17.23955 25.63218 15.41577 -1.8823 -0.1512 0.9575
C 17.15377 27.02955 14.78306 -0.7162 0.5544 0.5644
C 16.23694 27.91202 15.71712 1.3794 -0.7052 0.8462
C 16.40830 27.12832 17.05639 -1.1784 0.7936 0.6416
H 18.31815 24.14210 20.34178 -0.7217 -0.4830 -0.5101
H 17.20928 22.85686 19.66476 0.1749 -0.5830 -0.1365
H 16.78100 23.77362 21.12967 0.1049 -0.0185 -0.6608
H 16.83322 25.86829 19.55887 -0.4428 0.2350 0.6140
H 15.47419 24.75735 19.20397 0.1642 -0.1052 0.1183
H 17.17560 23.82818 17.37854 -0.3370 -0.0516 0.3893
H 18.22561 25.07059 17.85648 -0.0046 0.6800 0.0477
H 15.12958 24.08159 16.32221 -0.4039 -0.2357 0.5960
H 14.66100 25.56854 15.64985 -0.2719 0.1629 0.4434
H 14.37416 25.41139 17.45734 0.3239 -0.5282 -0.5977
H 16.80424 24.79120 14.88550 0.2301 0.0942 -0.3244
H 18.20626 25.36925 15.76755 0.9904 -0.0834 -0.0493
H 16.66516 27.06990 13.79112 0.9695 -0.3777 0.2669
H 18.17963 27.45548 14.84956 -0.8103 -0.1186 -0.7149
H 15.20918 28.09599 15.40436 0.0624 -0.5334 -0.1053
H 16.71273 28.90661 15.79876 -0.3670 -0.4454 0.2158
H 15.61984 27.31471 17.81857 0.6439 0.1770 -0.4122
H 17.39388 27.39173 17.44349 -0.0843 -0.1807 0.2245
C 26.08786 11.05362 13.72290 0.7185 1.3447 0.9933
C 26.32269 12.47798 14.34784 -1.0185 0.4290 1.1863
C 26.01755 13.66529 13.41502 -0.3422 0.2149 0.5744
N 26.09518 15.07657 14.07010 -0.0384 0.0099 1.1999
C 26.09368 16.01414 12.98146 -2.1394 1.2780 -1.0341
C 24.95797 15.33589 15.03668 -0.9713 1.2298 -0.4865
C 25.29348 16.74658 15.66460 -0.2310 -0.5248 -1.2771
C 26.81416 16.73568 15.80560 -0.2983 0.5978 -0.0967
C 27.20731 15.47442 15.01834 1.7736 -0.9760 0.9167
H 25.07308 10.69590 13.93757 0.3452 0.1416 -0.5599
H 26.80378 10.44174 14.25351 -0.0745 -0.5624 0.1630
H 26.42644 11.02591 12.69057 -0.5250 -0.0424 -0.2434
H 27.33542 12.59844 14.75319 0.0917 -0.2389 -0.5679
H 25.70994 12.55880 15.30531 0.3359 -0.1149 -1.2966
H 24.98226 13.68912 13.00842 0.6702 -0.3735 0.3645
H 26.69872 13.68393 12.55502 -0.0005 0.0281 0.3381
H 26.91242 15.78826 12.39818 1.9349 -0.3598 -1.3851
H 26.20823 17.02502 13.34417 -0.2421 0.1404 0.0244
H 25.18651 15.93987 12.31818 0.6373 0.0827 1.0620
H 23.99612 15.30693 14.48340 0.5929 -0.0297 0.4571
H 25.03860 14.52551 15.75283 -0.4546 0.1303 0.2413
H 24.98606 17.61158 15.08314 0.0795 -0.8193 -0.5814
H 24.73605 16.95074 16.54171 -0.2997 -0.5227 1.3572
H 27.29964 17.69334 15.46239 -0.5087 -1.1159 -0.0241
H 27.06353 16.66593 16.86145 0.3793 -0.3893 -0.0454
H 28.19393 15.63754 14.57293 -0.3728 -0.4551 -0.5712
H 27.29028 14.62193 15.71854 0.0719 0.4390 -0.3257
C 11.91490 16.01257 18.19700 2.6077 0.8464 -0.8446
C 12.87467 16.23566 19.39259 -1.3213 0.5831 -0.3915
C 12.11644 16.97037 20.47907 0.2822 -0.4705 1.7557
N 12.82376 16.83632 21.85760 -1.0421 -1.6235 0.3458
C 14.18641 17.45649 21.76756 0.3149 -1.9586 1.7672
C 12.83564 15.35740 22.36852 0.7923 -0.8530 -2.0658
C 12.98213 15.43592 23.86907 0.1926 -0.0666 0.3937
C 12.36558 16.81028 24.25941 0.6576 0.1532 -0.5621
C 11.89514 17.39458 22.94853 0.9070 -1.0560 -1.7982
H 12.48996 15.53702 17.37307 -0.4626 -0.1896 0.7004
H 11.62192 16.94637 17.68787 -0.3379 -0.1240 0.7830
H 11.13223 15.42136 18.55463 -1.6292 -0.9019 -0.0526
H 13.73700 16.75861 19.03894 0.6904 0.6051 0.1006
H 13.21618 15.34208 19.86454 0.2442 -1.1026 -0.2732
H 11.10807 16.54686 20.70732 0.6538 0.2848 -0.6985
H 12.06630 18.03762 20.32325 -0.2820 0.3138 -0.2108
H 14.19691 17.97684 20.87983 0.3654 1.4703 -1.7282
H 14.97032 16.66875 21.69981 -0.6702 0.2555 -0.0395
H 14.36089 18.08279 22.63550 -0.0749 0.1525 0.0261
H 13.65015 14.75847 21.80994 -1.0921 1.0737 1.0901
H 11.84515 14.91739 22.09935 0.5882 0.5317 0.0575
H 14.05162 15.41762 24.14042 -0.4407 -0.0970 -0.0747
H 12.49528 14.55710 24.33146 0.2573 0.5405 -0.1406
H 13.15318 17.43015 24.71910 -0.4925 -0.0647 -0.1377
H 11.49670 16.82308 24.88113 -0.2963 -0.4245 0.8452
H 11.95186 18.42864 22.82979 -0.1520 1.8944 0.2264
H 10.93022 17.03846 22.56952 -0.0503 0.1367 0.8178
C 26.06922 14.23111 18.80781 0.1851 -3.2632 -0.2241
C 24.85938 14.15204 19.72544 -1.4661 -0.1267 0.5323
C 23.95061 12.85372 19.51736 0.9576 1.6893 -1.0493
N 22.61311 12.92727 20.21636 -0.0766 -1.3122 -0.2603
C 21.74125 13.96376 19.65187 -0.8060 1.1781 -1.7742
C 22.70942 13.12428 21.68279 1.9951 0.1138 0.5584
C 21.40523 12.72301 22.25674 -2.0635 -0.1972 -0.7698
C 20.89612 11.59682 21.22819 0.3792 2.1945 -0.0842
C 21.91680 11.59446 20.09246 0.7545 0.3706 0.9365
H 26.95066 13.80274 19.35010 -0.6015 0.2107 -0.6272
H 26.34059 15.20277 18.54147 0.1770 1.6358 -0.5105
H 25.90851 13.58807 17.87744 0.2706 0.9420 0.9436
H 24.25194 15.09818 19.70981 0.3273 -1.0044 -0.2266
H 25.24280 14.11268 20.73297 -0.0387 0.1076 0.5166
H 24.46906 11.93355 19.79626 -0.1028 0.2057 0.5870
H 23.78986 12.74289 18.42899 -0.5339 0.2197 0.4366
H 20.63349 13.89263 19.88786 1.4891 -0.4652 0.0865
H 21.86649 13.99519 18.52384 -0.1269 -0.2110 1.1307
H 22.13040 14.86628 20.08313 -0.1598 0.8850 0.1374
H 23.07802 14.14773 21.87667 -0.3405 -0.4789 -0.0054
H 23.43470 12.37116 22.02866 0.2115 0.4210 -0.1247
H 20.68727 13.57414 22.29270 0.4087 -0.6107 -0.2114
H 21.46546 12.36182 23.27473 0.2738 -0.1625 0.1026
H 19.91649 11.88279 20.85105 -0.0982 -0.2333 0.0993
H 20.86959 10.63963 21.64196 -0.3165 -1.4329 0.8881
H 21.49466 11.58970 19.12207 -0.3919 -0.3849 -1.0909
H 22.70967 10.83978 20.21137 -0.5055 0.0866 -0.0674
C 17.78416 15.38452 18.73001 1.3541 0.9123 0.1310
C 18.31905 16.21130 17.52400 0.7359 -2.3000 -0.0972
C 19.58091 16.89488 17.96012 0.9653 0.2678 -0.3438
N 20.45328 17.56615 16.88011 -1.3614 1.1072 -0.7966
C 20.93867 16.65699 15.70750 -0.3638 0.9136 2.0821
C 19.66155 18.88847 16.37919 1.5812 -2.0479 -0.2371
C 19.75687 19.84042 17.56008 0.0163 0.5803 -0.2727
C 21.10658 19.44442 18.19757 0.2686 0.6149 2.4846
C 21.62997 18.16444 17.57225 -1.0490 -0.4364 0.7944
H 17.67618 15.97845 19.64514 -0.1664 0.0792 -0.3726
H 18.51315 14.59786 18.95475 -0.1623 -0.1102 -0.1112
H 16.83539 14.95522 18.52707 -0.8890 -0.4334 -0.2633
H 17.55578 16.83382 17.11342 -0.4189 0.7353 -0.0502
H 18.62465 15.45675 16.76309 -0.4232 0.4037 0.1434
H 20.30635 16.16918 18.38426 -0.7420 0.3049 0.2459
H 19.26191 17.68488 18.65752 0.6783 -0.3166 0.0307
H 21.43828 17.33147 15.00476 0.0035 -0.1992 0.0105
H 20.03448 16.24122 15.24126 0.5775 -0.2662 0.2176
H 21.65015 15.97077 16.25252 -0.8496 -0.0865 -1.1533
H 20.33255 19.09383 15.51995 -0.9325 0.6465 0.1161
H 18.67330 18.51174 16.11299 0.0957 0.3985 -0.2316
H 19.73805 20.93334 17.25764 0.0732 -1.3724 0.2207
H 18.90772 19.68270 18.25707 0.4683 0.1716 -0.4035
H 21.90627 20.15057 18.01667 -0.2392 0.7013 0.1612
H 20.99885 19.39040 19.35424 0.2665 -0.0764 -1.9724
H 22.43625 18.38468 16.89249 0.0455 -0.2037 -0.5552
H 21.93940 17.43617 18.31563 0.4178 -0.0295 0.0416
C 15.90714 13.59288 21.02598 -1.3803 -0.0337 -0.1376
O 14.58173 13.26209 20.38444 0.0590 0.2165 0.2021
O 15.85688 14.76046 21.60986 0.2374 -0.0038 -0.5460
C 16.10277 12.53712 22.10794 2.2997 -0.1287 -0.1904
F 17.43824 12.71020 22.48458 -0.4752 0.0138 0.5018
F 15.33584 12.66703 23.16043 -0.5284 0.5561 0.8568
F 16.04958 11.24654 21.78979 -0.3353 -0.6937 -0.8938
C 14.49660 12.25894 19.39561 0.7722 0.2863 0.1962
C 13.45228 12.70574 18.40947 0.6743 1.1037 -0.8708
H 13.70769 13.68652 17.96293 0.2901 -0.4612 0.3236
H 13.41150 11.99596 17.61333 -0.0960 -0.6706 -0.7390
H 12.45345 12.85531 18.76377 -0.5991 -0.2380 0.8368
H 14.18425 11.30416 19.83183 0.2557 -0.0773 0.0267
H 15.49964 12.10504 18.86887 -1.1000 0.1768 0.5885
H 16.62559 13.40408 20.19274 0.1553 0.1219 0.3622
C 16.07190 19.25555 18.57157 2.0529 0.3181 -3.0914
O 16.52256 20.40513 19.28459 -1.0932 0.7199 1.1949
O 16.27353 18.07829 19.03661 -0.2172 -0.7894 1.0264
C 14.69394 19.46952 18.05352 -2.4576 1.0397 -1.2426
F 14.41770 20.70859 17.45089 0.7313 -1.5253 0.7211
F 14.39463 18.53248 17.08118 0.1458 0.7449 0.7814
F 13.73402 19.36121 19.00304 -0.2388 -0.2725 -0.0166
C 16.49082 20.20594 20.68474 0.4776 -1.3821 -0.0990
C 15.26754 20.57293 21.50731 -0.6817 0.8557 -0.2523
H 14.29533 20.21093 21.09780 0.8838 0.2653 0.1987
H 15.34782 20.22418 22.55043 0.1886 -0.0706 -0.3653
H 15.22931 21.66752 21.56997 -0.3317 -0.0973 -0.0176
H 17.35715 20.75567 20.96587 0.6180 0.5991 1.0118
H 16.71616 19.13602 20.80451 -0.0027 0.0936 0.2521
H 16.64439 19.49302 17.61420 -0.0492 -0.3303 -0.1092
C 15.78083 23.30950 12.82160 0.0661 1.5999 0.8748
O 16.24213 23.16847 14.30291 -0.5652 0.5003 -1.5343
O 16.34286 22.53223 11.97242 0.0580 -0.0855 0.4089
C 14.21567 23.23550 12.81265 1.4302 0.0135 1.8757
F 13.89445 23.60027 11.60486 -1.3725 0.9327 -0.9586
F 13.64166 22.06007 13.05207 -0.0053 -0.7727 -0.0256
F 13.67054 24.06104 13.80062 0.2080 -0.0049 -1.2423
C 16.14416 21.85561 14.74994 -1.0081 -0.2207 0.5890
C 17.47357 21.35654 15.25017 0.2464 -1.4101 0.0876
H 18.25732 21.51756 14.46880 -0.4686 0.4083 0.8656
H 17.73258 21.73618 16.26766 0.0830 -0.2792 -0.8669
H 17.38725 20.23292 15.26759 0.1546 0.8767 0.5149
H 15.83600 21.22643 13.93222 -0.0667 -0.3831 -0.5134
H 15.28141 21.78578 15.47542 1.0787 -0.1118 -0.2002
H 15.93783 24.46343 12.70144 0.0369 -1.2944 0.1278
C 21.66871 13.24185 15.92320 -0.5353 -0.6959 0.7939
O 20.79328 12.38919 16.78405 0.0930 0.2004 -0.6162
O 22.41231 13.99820 16.64124 1.0304 0.6665 0.2718
C 22.43278 12.18198 15.09686 -0.4153 0.6657 0.0383
F 23.25298 11.36636 15.73845 1.0321 0.0894 1.2370
F 21.63067 11.35007 14.46662 -1.3253 -0.4989 -1.2359
F 23.16909 12.82727 14.16992 0.4499 0.2115 -0.6462
C 19.46333 12.35066 16.38366 -1.6842 0.0557 0.3450
C 18.70113 11.78497 17.58918 1.3668 -0.0651 0.3259
H 18.91348 12.30561 18.52216 -0.0007 0.6186 -0.1322
H 17.65375 11.75395 17.46417 -1.2828 -0.0980 -0.2932
H 19.07669 10.79191 17.82512 -0.1265 -0.3732 -0.3708
H 19.21138 11.69254 15.50431 0.6746 0.4485 0.4931
H 19.04975 13.37915 16.11115 0.5917 -0.8747 0.3441
H 20.93926 13.77585 15.26425 0.2346 -0.2472 -0.4127
C 23.38504 16.87958 22.74882 1.9320 -0.4494 0.2559
O 24.86204 16.73619 22.46991 -0.1734 1.9262 -0.6225
O 22.70814 16.50082 21.71420 -1.1817 0.0731 0.5968
C 23.34721 16.03767 24.06876 -0.1603 0.0912 0.3866
F 24.05958 16.59936 25.05743 0.2254 0.2432 -0.1184
F 22.08183 15.95190 24.61003 -0.1995 -0.1515 -0.5139
F 23.80125 14.78433 23.94862 -0.2212 -0.2621 -0.1515
C 25.20022 17.78587 21.53021 1.3247 -0.1747 0.6460
C 26.72511 17.82207 21.27564 -0.4664 0.0814 0.5042
H 26.92676 18.74785 20.72847 0.1793 -0.1198 -0.0259
H 27.27481 17.85350 22.22596 -0.1230 0.0153 -0.2363
H 27.10358 16.97347 20.69079 -0.2525 0.0969 0.1478
H 24.88247 18.82884 21.81330 0.0573 -0.9939 0.4586
H 24.73802 17.62399 20.58197 -0.7166 -0.3982 -0.7314
H 23.34767 17.92253 23.19906 -0.5857 -0.2118 -0.7359
C 22.12283 24.14225 19.47598 -0.0311 -0.0544 -0.7356
O 21.53544 23.44506 18.36093 -0.2875 -0.2595 0.4685
O 21.38534 25.09159 19.94550 -1.2613 1.0105 1.3204
C 22.47930 23.01197 20.47786 -0.3840 -2.0996 0.1831
F 22.57129 21.69710 20.07876 0.0017 0.8095 -0.8706
F 23.68914 23.21921 21.03971 -0.0642 0.6230 0.3938
F 21.54021 22.91298 21.43937 0.0865 0.6111 0.5903
C 21.33752 24.28006 17.23443 1.0775 -0.4895 0.7484
C 22.56239 24.04413 16.33400 -2.2275 2.3240 -0.7922
H 23.54568 24.20091 16.65713 1.1735 0.2687 1.3998
H 22.42915 23.04983 16.06297 0.2196 -1.7715 -1.0051
H 22.46352 24.73649 15.49360 -0.0419 -0.3848 -0.5109
H 21.06111 25.29866 17.53191 0.5288 0.0377 0.0316
H 20.46669 23.87402 16.73859 -0.2970 -0.1313 -0.4434
H 23.06191 24.60441 19.21597 1.3733 -0.4092 -0.8792
C 22.39453 18.42251 12.51306 -0.3709 -1.0115 -1.0253
O 22.75083 16.92766 12.76536 -1.1725 0.2909 -0.4372
O 21.31329 18.87450 13.07701 0.3339 -0.4520 -0.1214
C 23.69022 19.09686 12.89568 0.5133 -0.3806 0.0022
F 24.04944 18.95086 14.22165 -0.8087 1.4713 -1.1970
F 24.73186 18.53595 12.22357 -0.0762 0.7499 0.0030
F 23.58790 20.40210 12.49435 0.7218 -0.9016 1.1279
C 21.66801 16.03304 12.32027 1.6329 0.3875 1.7050
C 21.86987 15.54621 10.90157 0.0024 0.2312 0.2846
H 22.02780 16.40962 10.24367 0.4881 -0.4068 -0.0190
H 22.60180 14.71029 10.81929 -0.1453 1.0135 -0.0244
H 20.93548 15.13323 10.60307 -0.9195 -0.5552 -0.4720
H 20.74249 16.58048 12.53976 -0.0988 -0.1944 -0.4994
H 21.71306 15.15746 13.02000 -0.1255 0.6422 -0.4294
H 22.48856 18.53921 11.35368 -0.5261 -0.3754 1.0079